A cluster of 8 separate species, C4H25N2O7 in total, computed with the ωB97M-V functional and the def2-TZVPD basis.

As for the orbital gap (spin up / spin down): 10.94 / 7.46 eV. The charge is +2. For the HOMO energy (spin up / spin down), the calculation gives -17.7 / -17.9 eV. As for the relative energy (zero: lowest compared OMol25 entry of this formula, charge and spin): 19.3 kJ/mol. The multiplicity is 2.

Cartesian coordinates (Å):
C: 1.816 -2.583 0.530
C: 1.234 -1.710 1.682
C: 0.684 -0.520 1.008
C: 1.348 0.417 0.271
N: 0.784 1.252 -0.702
N: -0.803 -0.644 0.883
H: 2.823 -2.479 0.035
H: 0.902 -2.947 -0.123
H: 2.050 -3.605 0.993
H: 0.568 -2.272 2.452
H: 2.036 -1.455 2.349
H: 2.416 0.451 0.326
H: -0.142 1.514 -0.608
H: 1.385 1.894 -1.144
H: -1.264 -0.098 0.125
H: -1.026 -1.697 0.888
H: -1.280 -0.343 1.764
H: -2.005 3.258 -0.437
H: -1.320 4.525 -0.776
O: -1.044 3.511 -0.606
H: -2.333 -1.651 -1.286
H: -3.434 -2.577 -0.614
O: -2.499 -2.384 -0.717
H: 0.528 2.552 2.175
H: -0.497 2.844 1.099
O: -0.297 2.349 1.851
H: 4.011 1.935 -2.172
H: 3.506 0.943 -3.083
O: 3.167 1.479 -2.319
H: -1.856 0.847 -2.389
H: -0.823 -0.253 -2.318
O: -1.375 0.378 -1.766
H: -2.915 -0.396 4.020
H: -2.815 -1.832 3.640
O: -2.589 -0.960 3.396
H: 1.297 -1.956 -2.355
H: 1.000 -0.453 -2.112
O: 0.742 -1.200 -2.674



An isolated molecule of C3H10N4O, computed with the ωB97M-V functional and the def2-TZVPD basis.

As for the orbital gap: 9.43 eV. For the HOMO energy, the calculation gives -8.9 eV. As for the relative energy (zero: lowest compared OMol25 entry of this formula, charge and spin): 407.5 kJ/mol.

Cartesian coordinates (Å):
C: 2.116 0.395 0.974
C: 2.053 -0.411 -0.283
C: -1.132 0.785 -0.267
H: 2.582 1.430 0.731
H: 2.663 0.000 1.854
H: 0.942 0.381 1.283
H: 2.081 -1.505 -0.034
H: 2.920 -0.255 -1.083
H: 0.750 0.661 -1.486
H: -0.877 -1.327 -0.437
H: -2.911 1.354 0.383
H: -3.496 -0.866 -0.662
H: -2.255 -1.618 0.460
N: 0.870 -0.275 -1.128
N: -0.336 -0.421 -0.319
N: -2.348 0.487 0.130
N: -3.025 -0.726 0.322
O: -0.597 1.911 -0.440



A structure of composition C47H43F9FeN2O2PS2, computed with the ωB97M-V functional and the def2-TZVPD basis.

As for the orbital gap (spin up / spin down): 8.04 / 7.83 eV. For the HOMO energy (spin up / spin down), the calculation gives -8.2 / -8.1 eV. As for the relative energy (zero: lowest compared OMol25 entry of this formula, charge and spin): 0.0 kJ/mol. The multiplicity is 2.

Cartesian coordinates (Å):
Fe: -2.159 0.646 0.348
C: -2.836 1.360 2.262
C: -3.534 2.121 1.261
C: -2.574 2.841 0.536
C: -1.273 2.499 1.030
C: -1.452 1.633 2.148
C: -0.406 1.254 3.144
C: -0.017 3.223 0.662
C: -2.912 3.955 -0.404
C: -5.017 2.227 1.089
C: -3.437 0.590 3.395
H: -0.607 1.764 4.090
H: 0.588 1.547 2.806
H: -0.386 0.191 3.361
H: -0.059 3.596 -0.362
H: 0.861 2.589 0.758
H: 0.117 4.083 1.324
H: -2.134 4.171 -1.133
H: -3.046 4.866 0.187
H: -3.848 3.773 -0.932
H: -5.303 2.139 0.039
H: -5.376 3.191 1.458
H: -5.533 1.437 1.629
H: -2.953 -0.379 3.519
H: -4.499 0.411 3.250
H: -3.305 1.158 4.319
C: -0.738 1.506 -2.053
N: -1.862 0.613 -1.710
C: -3.045 1.003 -2.497
C: -1.433 -0.761 -2.084
C: -0.780 -1.437 -0.945
C: -0.098 -2.626 -1.187
C: 0.475 -3.329 -0.144
C: 0.363 -2.823 1.139
C: -0.309 -1.627 1.366
C: -0.910 -0.899 0.338
H: -0.524 1.437 -3.125
H: 0.138 1.196 -1.483
H: -0.980 2.535 -1.811
H: -2.824 0.935 -3.568
H: -3.307 2.034 -2.258
H: -3.874 0.343 -2.267
H: -0.733 -0.692 -2.925
H: -2.307 -1.311 -2.423
H: -0.032 -3.012 -2.200
H: 0.994 -4.261 -0.330
H: 0.782 -3.370 1.976
H: -0.403 -1.306 2.393
F: 6.867 3.625 -4.332
C: 6.117 4.319 -3.455
F: 6.974 4.997 -2.666
F: 5.421 5.227 -4.157
C: 5.231 3.412 -2.648
C: 5.826 2.390 -1.911
C: 5.039 1.541 -1.160
C: 3.652 1.705 -1.126
C: 3.075 2.727 -1.869
C: 3.860 3.583 -2.635
P: 2.525 0.590 -0.196
C: 3.147 -1.021 -0.811
C: 2.738 -1.334 -2.106
C: 3.103 -2.530 -2.699
C: 3.870 -3.436 -1.982
C: 4.286 -3.139 -0.692
C: 3.931 -1.931 -0.112
C: 4.226 -4.772 -2.570
F: 5.501 -5.112 -2.301
F: 3.451 -5.754 -2.067
F: 4.079 -4.799 -3.904
C: 3.191 0.731 1.502
C: 3.838 1.889 1.933
C: 4.173 2.059 3.267
C: 3.865 1.068 4.188
C: 3.217 -0.088 3.778
C: 2.871 -0.247 2.446
C: 4.269 1.253 5.623
F: 3.614 0.420 6.448
F: 5.586 1.028 5.800
F: 4.031 2.507 6.049
H: 6.901 2.263 -1.936
H: 5.499 0.738 -0.596
H: 2.000 2.858 -1.852
H: 3.406 4.374 -3.215
H: 2.114 -0.635 -2.653
H: 2.782 -2.766 -3.704
H: 4.892 -3.849 -0.145
H: 4.265 -1.710 0.894
H: 4.076 2.675 1.228
H: 4.670 2.964 3.591
H: 2.966 -0.854 4.499
H: 2.331 -1.133 2.138
O: -6.138 -2.536 -3.516
S: -5.171 -3.126 -2.637
O: -4.256 -4.093 -3.170
N: -4.329 -1.932 -1.864
C: -4.568 -1.913 -0.590
S: -3.959 -0.833 0.581
C: -5.528 -2.966 -0.117
C: -5.985 -3.231 1.163
C: -6.878 -4.280 1.339
C: -7.303 -5.051 0.260
C: -6.842 -4.788 -1.024
C: -5.957 -3.741 -1.176
H: -5.647 -2.633 1.999
H: -7.247 -4.506 2.331
H: -7.997 -5.864 0.424
H: -7.160 -5.380 -1.872



A cluster of 2 separate species, C3H8NO3 in total, computed with the ωB97M-V functional and the def2-TZVPD basis.

As for the orbital gap (spin up / spin down): 11.10 / 6.82 eV. For the HOMO energy (spin up / spin down), the calculation gives -10.4 / -10.4 eV. As for the relative energy (zero: lowest compared OMol25 entry of this formula, charge and spin): 58.5 kJ/mol. The multiplicity is 2.

Cartesian coordinates (Å):
C: 0.182 0.380 2.042
N: 1.098 -0.516 1.313
C: 0.410 -1.306 0.354
C: -0.204 -0.803 -1.048
O: -0.085 -1.680 -1.889
O: -0.729 0.314 -1.058
H: -0.616 0.794 1.437
H: 0.766 1.181 2.495
H: -0.257 -0.161 2.890
H: 1.864 0.069 0.995
H: -0.418 -1.810 0.856
H: 1.002 -2.198 0.101
H: -0.584 1.823 -0.379
H: -1.373 3.047 -0.678
O: -0.506 2.806 -0.318



A structure of composition C11H12N3O4S2, computed with the ωB97M-V functional and the def2-TZVPD basis.

As for the orbital gap: 8.23 eV. The charge is -1. For the HOMO energy, the calculation gives -5.6 eV.

Cartesian coordinates (Å):
C: -1.079 -0.960 1.569
C: 0.161 -0.985 1.028
S: 1.481 -1.066 2.231
O: 1.287 -2.373 2.813
O: 1.308 0.052 3.138
N: 2.794 -1.076 1.342
S: 3.750 0.194 1.267
O: 4.772 -0.093 0.294
O: 4.197 0.705 2.538
C: 2.721 1.499 0.561
C: 2.165 2.434 1.420
C: 1.364 3.419 0.869
C: 1.151 3.420 -0.500
C: 1.746 2.426 -1.257
N: 2.528 1.477 -0.751
H: -1.860 -1.632 1.219
H: -1.245 -0.285 2.408
H: 0.313 -0.877 -0.042
H: 2.349 2.396 2.483
H: 0.911 4.185 1.488
H: 0.527 4.160 -0.988
H: 1.579 2.399 -2.332
N: -3.505 -2.914 -1.529
C: -2.260 -2.451 -1.858
C: -2.415 -1.260 -2.513
C: -3.811 -0.993 -2.581
C: -4.456 -2.031 -1.963
H: -3.689 -3.770 -1.042
H: -1.376 -3.006 -1.592
H: -1.618 -0.647 -2.897
H: -4.284 -0.135 -3.028
H: -5.504 -2.214 -1.795



The ion C24H38N2 with charge +2, computed with the ωB97M-V functional and the def2-TZVPD basis.

As for the orbital gap: 6.75 eV. The charge is +2. For the HOMO energy, the calculation gives -14.6 eV. As for the relative energy (zero: lowest compared OMol25 entry of this formula, charge and spin): 13.9 kJ/mol.

Cartesian coordinates (Å):
C: 2.796 2.728 -0.988
C: 4.296 3.001 -0.933
C: 4.834 3.049 0.498
H: 4.145 3.637 1.107
H: 5.794 3.565 0.505
C: 5.019 1.670 1.139
C: 6.302 0.985 0.662
C: 6.493 -0.427 1.225
H: 7.557 -0.628 1.350
H: 6.029 -0.495 2.210
C: 5.959 -1.545 0.313
N: 4.530 -1.441 0.100
C: 4.043 -0.927 -1.037
C: 2.691 -0.769 -1.237
C: 1.782 -1.163 -0.245
C: 2.325 -1.704 0.932
C: 3.687 -1.822 1.071
H: 4.124 -2.228 1.972
H: 1.689 -2.007 1.748
C: 0.340 -1.022 -0.431
C: -0.564 -1.956 0.098
C: -1.913 -1.812 -0.122
N: -2.406 -0.784 -0.831
C: -1.568 0.140 -1.327
C: -0.208 0.048 -1.155
H: 0.423 0.823 -1.562
H: -2.006 0.958 -1.879
C: -3.836 -0.629 -0.986
H: -4.301 -1.616 -1.031
H: -4.041 -0.103 -1.920
C: -4.427 0.166 0.191
C: -5.934 0.350 0.019
C: -6.519 1.127 1.199
C: -7.999 1.474 1.009
C: -8.939 0.267 1.004
C: -9.395 -0.157 -0.383
H: -9.933 0.653 -0.872
H: -8.550 -0.421 -1.017
H: -10.059 -1.014 -0.318
H: -9.835 0.518 1.580
H: -8.474 -0.573 1.526
H: -8.270 2.134 1.837
H: -8.128 2.045 0.088
H: -6.399 0.544 2.114
H: -5.963 2.059 1.322
H: -6.413 -0.627 -0.051
H: -6.133 0.895 -0.905
H: -4.229 -0.363 1.125
H: -3.944 1.144 0.247
H: -2.621 -2.533 0.260
H: -0.215 -2.815 0.648
H: 2.348 -0.370 -2.178
H: 4.753 -0.640 -1.798
H: 6.176 -2.512 0.772
H: 6.464 -1.495 -0.653
H: 7.141 1.600 0.986
H: 6.338 0.960 -0.429
H: 5.080 1.792 2.221
H: 4.140 1.053 0.932
H: 4.831 2.245 -1.512
H: 4.485 3.963 -1.410
H: 2.463 2.660 -2.022
H: 2.253 3.539 -0.509
H: 2.544 1.801 -0.472



A cluster of 2 separate species, C6H12O in total, computed with the ωB97M-V functional and the def2-TZVPD basis.

As for the orbital gap: 7.87 eV. For the HOMO energy, the calculation gives -7.3 eV. As for the relative energy (zero: lowest compared OMol25 entry of this formula, charge and spin): 565.9 kJ/mol.

Cartesian coordinates (Å):
C: -2.541 0.242 -0.136
C: -1.279 0.288 0.727
C: -0.032 0.595 -0.080
C: 1.283 0.643 0.634
C: 1.687 -0.777 1.010
C: 1.915 -0.236 -0.328
O: 0.913 -1.079 -1.846
H: -2.714 1.209 -0.625
H: -2.444 -0.516 -0.922
H: -3.432 0.005 0.457
H: -1.168 -0.675 1.248
H: -1.415 1.038 1.526
H: -0.129 1.462 -0.743
H: 0.213 -0.512 -1.264
H: 1.737 1.509 1.120
H: 0.918 -1.520 1.201
H: 2.603 -0.919 1.585
H: 2.816 -0.216 -0.924
H: 1.070 -0.542 -2.640



A cluster of 2 separate species, C33H37N2O2 in total, computed with the ωB97M-V functional and the def2-TZVPD basis.

As for the orbital gap: 5.11 eV. The charge is +1. For the HOMO energy, the calculation gives -10.3 eV. As for the relative energy (zero: lowest compared OMol25 entry of this formula, charge and spin): 42.4 kJ/mol.

Cartesian coordinates (Å):
C: -3.502 -3.099 1.557
O: -2.349 -2.909 2.399
C: -1.259 -2.512 1.725
O: -1.274 -2.312 0.521
C: -0.059 -2.360 2.640
C: -0.385 -1.601 3.930
C: 0.761 -0.618 4.146
C: 1.652 -0.674 2.897
N: 0.990 -1.612 1.974
C: 1.780 -2.267 1.015
C: 1.533 -2.171 -0.323
C: 2.225 -3.012 -1.324
C: 3.431 -3.828 -0.833
C: 3.276 -4.290 0.607
C: 2.951 -3.105 1.520
H: -4.268 -3.502 2.220
H: -3.816 -2.138 1.135
H: -3.272 -3.802 0.748
H: 0.268 -3.395 2.873
H: -1.341 -1.068 3.850
H: -0.472 -2.338 4.733
H: 0.376 0.395 4.291
H: 1.354 -0.895 5.024
H: 1.753 0.313 2.420
H: 2.667 -1.018 3.155
H: 0.717 -1.519 -0.629
H: 1.495 -3.676 -1.816
H: 2.620 -2.362 -2.104
H: 3.602 -4.679 -1.504
H: 4.321 -3.192 -0.916
H: 2.471 -5.033 0.665
H: 4.198 -4.773 0.950
H: 3.834 -2.443 1.581
H: 2.755 -3.450 2.545
C: -5.184 -1.914 -4.519
N: -4.370 -0.724 -4.396
C: -4.787 0.407 -5.198
C: -3.243 -0.650 -3.633
C: -2.638 -1.799 -3.045
C: -1.334 -1.731 -2.573
C: -0.635 -0.508 -2.592
C: 0.807 -0.403 -2.482
C: 1.468 0.658 -1.741
C: 2.792 0.826 -2.263
C: 3.655 1.746 -1.685
C: 3.199 2.488 -0.590
C: 1.902 2.313 -0.072
C: 1.015 1.407 -0.660
C: 2.957 -0.115 -3.366
C: 1.732 -0.861 -3.512
C: 1.627 -1.885 -4.454
C: 2.759 -2.191 -5.217
C: 3.936 -1.427 -5.108
C: 4.040 -0.378 -4.187
C: -1.358 0.677 -2.888
C: -2.605 0.613 -3.472
H: -4.589 -2.826 -4.411
H: -6.011 -1.934 -3.789
H: -5.630 -1.902 -5.519
H: -3.951 0.778 -5.808
H: -5.590 0.073 -5.858
H: -5.158 1.241 -4.587
H: -3.171 -2.750 -3.013
H: -0.848 -2.612 -2.150
H: 4.656 1.868 -2.099
H: 3.860 3.225 -0.136
H: 1.565 2.907 0.778
H: 0.003 1.252 -0.285
H: 0.687 -2.432 -4.545
H: 2.713 -3.024 -5.920
H: 4.778 -1.656 -5.760
H: 4.931 0.244 -4.104
H: -0.883 1.646 -2.731
H: -3.083 1.526 -3.838



A cluster of 12 separate species, C16H57NO12 in total, computed with the ωB97M-V functional and the def2-TZVPD basis.

As for the orbital gap: 9.42 eV. For the HOMO energy, the calculation gives -9.5 eV. As for the relative energy (zero: lowest compared OMol25 entry of this formula, charge and spin): 0.0 kJ/mol.

Cartesian coordinates (Å):
C: 3.448 -6.455 7.086
C: 1.971 -6.048 7.076
O: 1.263 -6.327 8.264
H: 3.628 -7.517 6.907
H: 3.989 -6.257 8.015
H: 3.890 -5.866 6.283
H: 1.572 -6.568 6.199
H: 1.975 -4.971 6.861
H: 0.331 -6.371 8.028
C: 2.571 -10.010 8.106
C: 2.563 -11.518 8.241
O: 1.570 -11.947 9.167
H: 3.422 -9.768 7.447
H: 2.780 -9.468 9.026
H: 1.738 -9.552 7.574
H: 3.543 -11.909 8.531
H: 2.328 -12.022 7.303
H: 1.837 -11.701 10.074
C: 4.148 -11.462 13.337
C: 3.056 -12.224 12.586
O: 2.229 -11.389 11.819
H: 3.777 -10.636 13.943
H: 4.866 -11.088 12.603
H: 4.731 -12.155 13.947
H: 2.436 -12.913 13.183
H: 3.575 -12.925 11.919
H: 1.852 -10.694 12.378
C: 3.358 -3.022 15.441
C: 1.930 -2.540 15.403
O: 1.492 -2.091 16.687
H: 3.504 -3.592 16.363
H: 4.099 -2.217 15.538
H: 3.773 -3.589 14.607
H: 1.192 -3.244 15.021
H: 1.789 -1.696 14.715
H: 2.201 -1.553 17.054
C: 2.762 -6.804 16.535
C: 1.938 -8.049 16.265
O: 1.467 -8.719 17.428
H: 2.147 -5.912 16.654
H: 3.492 -6.654 15.734
H: 3.416 -6.911 17.405
H: 2.528 -8.739 15.663
H: 1.057 -7.775 15.674
H: 0.639 -8.319 17.702
C: -0.480 -8.640 10.028
C: -0.618 -7.385 10.902
O: -1.867 -6.719 10.729
H: -1.497 -9.031 10.115
H: 0.209 -9.389 10.411
H: -0.194 -8.322 9.032
H: 0.051 -6.569 10.611
H: -0.387 -7.529 11.962
H: -2.615 -7.247 11.026
C: 3.829 -7.922 11.247
C: 3.892 -7.101 12.534
C: 5.122 -6.160 12.456
O: 5.147 -5.407 13.646
C: 6.342 -4.633 13.723
N: 2.681 -6.308 12.726
H: 2.812 -8.238 10.999
H: 4.460 -8.809 11.271
H: 4.133 -7.325 10.382
H: 4.043 -7.740 13.406
H: 5.222 -5.589 11.528
H: 5.998 -6.834 12.445
H: 6.229 -3.781 13.050
H: 7.176 -5.263 13.401
H: 6.556 -4.324 14.742
H: 2.907 -5.478 13.282
H: 2.448 -5.749 11.896
O: 10.349 -7.180 13.940
H: 11.024 -6.905 14.570
H: 9.621 -6.563 14.076
O: 9.005 -3.396 15.685
H: 8.920 -2.769 16.416
H: 9.787 -3.104 15.203
O: 2.548 -4.691 10.228
H: 2.589 -4.044 9.516
H: 2.190 -5.497 9.810
O: 1.374 -8.986 13.286
H: 0.651 -8.602 13.787
H: 1.887 -8.221 12.973
O: 8.273 -5.445 17.688
H: 8.349 -4.952 16.858
H: 8.680 -6.299 17.509



A cluster of 2 separate species, C10H18F2N2 in total, computed with the ωB97M-V functional and the def2-TZVPD basis.

As for the orbital gap: 9.34 eV. For the HOMO energy, the calculation gives -8.6 eV. As for the relative energy (zero: lowest compared OMol25 entry of this formula, charge and spin): 0.0 kJ/mol.

Cartesian coordinates (Å):
C: -1.143 0.164 4.322
C: 0.985 0.841 -3.028
C: -1.333 -0.412 3.182
C: 0.681 1.099 -4.442
C: -0.526 -1.722 2.775
C: 1.112 0.486 -0.049
C: -0.400 0.538 -0.147
C: 1.848 1.583 -0.922
C: -2.729 -0.227 -0.502
C: -1.191 -0.491 -0.511
N: 1.505 1.725 -2.246
N: -0.840 -1.789 -0.658
F: -3.366 -0.997 0.414
F: -3.328 -0.750 -1.656
H: -1.772 1.025 4.687
H: -0.458 -0.059 5.083
H: 0.823 -0.100 -2.612
H: 0.978 0.261 -5.043
H: -0.364 1.218 -4.469
H: 1.202 2.068 -4.808
H: -0.367 -1.518 1.707
H: 0.314 -1.703 3.516
H: -1.249 -2.497 2.908
H: -2.017 -0.221 2.427
H: 1.298 0.703 1.031
H: 1.573 -0.480 -0.317
H: -0.833 1.520 0.250
H: 2.877 1.217 -0.949
H: 1.836 2.469 -0.336
H: -3.118 0.762 -0.457
H: -0.113 -1.857 -1.320
H: -1.563 -2.511 -0.653